(1)
A molecular structure, C25H20IN2O2PSeV, computed with the ωB97M-V functional and the def2-TZVPD basis.

Geometry (Å):
V: -0.11526 -0.20650 -2.09612
I: 2.07951 1.15931 -2.18615
C: 3.27043 0.32472 -0.62680
C: 4.56277 0.24171 -1.04704
C: 5.55504 -0.08401 -0.10372
C: 5.19502 -0.24232 1.19712
C: 3.84203 -0.16031 1.61591
C: 3.54426 -0.31112 2.99308
C: 2.26968 -0.23502 3.45930
C: 1.22487 -0.06642 2.54050
C: 1.45747 0.05775 1.18516
P: -0.10723 0.09072 0.32180
C: -0.96070 1.61563 0.65147
C: -2.10188 1.64857 1.46216
C: -2.69222 2.86707 1.75194
C: -2.15572 4.04809 1.25072
C: -1.01074 4.02158 0.46027
C: -0.41548 2.81216 0.15864
C: -1.04613 -1.34518 0.71217
C: -0.36300 -2.47872 1.19587
C: -1.07735 -3.60872 1.51661
C: -2.46537 -3.63761 1.32679
C: -3.13693 -2.53644 0.79886
C: -2.43239 -1.39967 0.45874
C: 2.79137 0.08095 0.68252
H: 4.84897 0.44518 -2.07335
H: 6.58601 -0.16110 -0.42199
H: 5.95011 -0.43254 1.95007
H: 4.36819 -0.47383 3.67948
H: 2.05330 -0.33043 4.51536
H: 0.20909 -0.05170 2.91866
H: -2.49986 0.75222 1.90935
H: -3.56989 2.89612 2.38661
H: -2.61835 4.99647 1.49630
H: -0.58508 4.94385 0.08747
H: 0.48410 2.81025 -0.43498
H: 0.70750 -2.45645 1.35980
H: -0.56391 -4.47205 1.92149
H: -3.02059 -4.53695 1.56937
H: -4.20575 -2.57845 0.62561
H: -2.95492 -0.57421 -0.00221
N: -0.84528 0.49176 -4.25056
C: -2.32646 0.72757 -4.21523
C: -2.82621 0.58298 -2.80860
O: -3.81264 0.90566 -2.30739
O: -1.73202 -0.05342 -2.05207
H: -0.38653 1.31435 -4.62140
H: -0.62784 -0.26725 -4.88505
H: -2.86761 0.01783 -4.83341
H: -2.58892 1.72500 -4.54680
Se: 0.54662 -2.40820 -2.35904
C: -1.17337 -3.04629 -2.19831
N: -2.26068 -3.42265 -2.08899

Atoms 1-2, force components in eV/Å:
0.1231 -0.8709 -0.8595
0.0797 0.1684 -0.0647

As for the total charge: +3. For the largest force on an atom, the calculation gives 1.7 eV/A. The calculation puts the calculated total energy at -141718.418 eV.

=====

(2)
A molecular structure, C25H21AsI2O9PPtS2, computed with the ωB97M-V functional and the def2-TZVPD basis.

Geometry (Å):
Pt: -0.09544 -0.20730 -1.16452
I: -0.67672 1.80181 -2.88383
C: -0.13174 0.79423 -4.66355
I: 1.17062 -0.78617 -4.18678
H: 0.37579 1.50535 -5.30537
H: -1.02015 0.39392 -5.13638
O: -0.32250 -3.36548 2.90625
As: -0.86348 -2.16307 1.79897
O: -2.12966 -1.51821 2.80641
O: 0.19367 -0.89053 1.48022
C: -1.88862 -2.55306 0.23388
C: -3.26201 -2.41911 0.22722
C: -3.94582 -2.48130 -0.98657
C: -3.26425 -2.65674 -2.17760
C: -1.87964 -2.80246 -2.17709
C: -1.19875 -2.73574 -0.96986
S: 0.52986 -3.13360 -0.86894
O: 0.88964 -4.10180 -1.84370
O: 0.64645 -3.50072 0.53977
O: 1.24735 -1.80699 -1.07719
H: 0.39747 -3.88365 2.51566
H: -3.79957 -2.23750 1.14677
H: -5.02259 -2.38198 -0.99485
H: -3.80900 -2.70696 -3.11021
H: -1.33201 -3.00117 -3.08951
O: -1.23935 2.73441 -0.38660
S: -2.33858 1.84441 -0.04639
O: -3.51920 1.94225 -0.85435
O: -1.81144 0.42215 0.00789
C: -2.83136 2.26448 1.60653
C: -4.01534 2.96689 1.75602
C: -4.41580 3.37697 3.02070
C: -3.64282 3.07178 4.12982
C: -2.46353 2.35579 3.97384
C: -2.03736 1.95916 2.70602
P: -0.53884 0.95109 2.55166
C: -0.59110 -0.06724 4.02100
C: -1.80134 -0.95335 4.11594
C: -1.70040 -1.97554 5.19294
C: -0.69509 -1.96056 6.10711
C: 0.35487 -1.02846 6.02416
C: 0.40123 -0.11121 4.94544
C: 0.93478 1.95680 2.49339
C: 1.98071 1.56915 1.65445
C: 3.12052 2.35606 1.57782
C: 3.21748 3.51754 2.32773
C: 2.17647 3.90307 3.16352
C: 1.03378 3.12659 3.24691
H: -4.61420 3.17943 0.88227
H: -5.33955 3.92686 3.13524
H: -3.95768 3.37728 5.11821
H: -1.88379 2.09036 4.84939
H: -2.69060 -0.33511 4.31645
H: -2.49105 -2.71282 5.23969
H: -0.68849 -2.69446 6.90165
H: 1.15584 -1.03963 6.74859
H: 1.25975 0.54356 4.84763
H: 1.91452 0.64688 1.09391
H: 3.93486 2.05613 0.93214
H: 4.10756 4.12888 2.26317
H: 2.25375 4.81045 3.74664
H: 0.22052 3.43972 3.88827

Atoms 1-2, force components in eV/Å:
-0.1992 -0.3159 -0.0428
0.0697 0.2288 0.0170

As for the spin multiplicity: 5. As for the total charge: +1. For the largest force on an atom, the calculation gives 0.5 eV/A. The calculation puts the calculated total energy at -155927.982 eV.

=====

(3)
A molecular structure, C25H21BBrN4O10SY, computed with the ωB97M-V functional and the def2-TZVPD basis.

Geometry (Å):
Y: 1.37056 -0.42749 -0.09772
O: 0.62799 -2.56842 -0.78768
C: 0.64028 -2.74457 0.46521
O: 0.11486 -1.88889 1.24035
C: 1.64320 -3.69731 1.04853
C: 1.44624 -4.99064 1.42537
C: 2.52101 -5.69434 1.96925
C: 3.74754 -5.11833 2.13397
C: 3.95363 -3.80792 1.73000
C: 2.91015 -3.03708 1.16577
O: 3.00563 -1.80339 0.77216
N: 5.31804 -3.27220 1.94711
O: 5.59897 -2.16938 1.50542
O: 6.07356 -3.91335 2.65841
N: 2.32773 -7.09315 2.39766
O: 3.26766 -7.67130 2.91269
O: 1.21709 -7.57649 2.25526
H: 0.48629 -5.47982 1.31825
H: 4.55848 -5.67781 2.56839
O: 6.62328 3.58771 1.16158
C: 5.59921 2.77157 0.85202
C: 5.74637 1.40395 0.65894
C: 4.63179 0.66434 0.34960
N: 3.40347 1.20667 0.22205
C: 3.29315 2.52161 0.42008
Br: 1.56433 3.27378 0.25423
C: 4.34238 3.35151 0.73604
H: 7.44115 3.08488 1.21600
H: 6.70743 0.91262 0.76370
H: 4.69314 -0.41469 0.24359
H: 4.20279 4.41142 0.89176
C: -6.51444 2.61375 -3.61283
C: -5.85652 1.95528 -2.39976
C: -6.51322 0.58286 -2.17811
C: -6.12210 2.84339 -1.17390
C: -4.34309 1.76833 -2.59994
C: -3.70549 2.08208 -3.80180
C: -2.33210 1.88708 -4.00109
C: -1.61623 1.36773 -2.95406
O: -0.27437 1.07582 -2.88059
B: -0.03358 0.55982 -1.58950
O: -1.27924 0.55995 -0.88063
C: -2.23015 1.05684 -1.76104
C: -3.57333 1.23670 -1.54991
H: -7.58129 2.75191 -3.41342
H: -6.42231 1.99466 -4.51118
H: -6.08227 3.59804 -3.82347
H: -7.59574 0.69446 -2.04165
H: -6.10950 0.08268 -1.29203
H: -6.34038 -0.06938 -3.03986
H: -7.20094 2.97073 -1.02634
H: -5.67526 3.83373 -1.31073
H: -5.70932 2.41080 -0.25743
H: -4.28205 2.49437 -4.62144
H: -1.85400 2.13885 -4.94258
H: -4.01520 0.96879 -0.59333
S: -0.84584 1.18455 3.98930
C: 0.82584 1.41989 4.26404
C: 1.51597 1.11214 3.14583
N: 0.73518 0.70065 2.08298
C: -0.53083 0.68358 2.40245
H: 1.20755 1.75914 5.21702
H: 2.59144 1.16442 3.03400
H: -1.31457 0.37286 1.72301

Atoms 1-2, force components in eV/Å:
1.8119 -1.0653 3.1453
0.2515 0.1526 0.2963

The energy above the lowest of the compared OMol25 structures with the same formula, charge and spin comes out at 90.0 kJ/mol. For the largest force on an atom, the calculation gives 3.8 eV/A.

=====

(4)
A molecular structure, C25H21BrN4O3S3Sr, computed with the ωB97M-V functional and the def2-TZVPD basis.

Geometry (Å):
Sr: 0.66503 -0.53686 0.26601
C: -5.76034 -0.56612 -0.25519
C: -4.61188 0.12650 0.42876
C: -4.80259 1.11481 1.38885
C: -3.71787 1.73701 1.97966
C: -2.46240 1.32477 1.56586
Br: -0.92348 2.12778 2.33686
N: -2.24134 0.39659 0.67272
C: -3.30023 -0.19513 0.11791
H: -6.71341 -0.17845 0.10329
H: -5.74671 -1.64272 -0.07653
H: -5.72221 -0.42014 -1.33588
H: -5.80781 1.40202 1.67736
H: -3.83655 2.50654 2.72880
H: -3.08552 -0.94899 -0.63337
C: -6.42531 3.91359 -4.00960
C: -6.17854 4.95110 -5.07841
O: -7.06201 5.61132 -5.56158
S: -4.52164 5.19211 -5.72045
C: -3.52436 4.16081 -4.69491
C: -2.99794 4.64876 -3.49994
C: -2.19875 3.84498 -2.70673
C: -1.88375 2.52955 -3.07829
C: -2.40226 2.06254 -4.29355
C: -3.20550 2.86211 -5.08954
C: -1.06783 1.71304 -2.23032
C: -0.34879 1.05039 -1.48269
H: -5.71535 4.00131 -3.18819
H: -6.29625 2.91925 -4.44253
H: -7.44537 4.03165 -3.65340
H: -3.22286 5.66367 -3.19200
H: -1.79139 4.22784 -1.77916
H: -2.15572 1.05591 -4.60634
H: -3.59557 2.48141 -6.02641
N: 7.55397 -5.02155 0.25740
C: 6.43757 -4.25465 0.52462
C: 5.22317 -4.86728 0.85134
C: 4.10015 -4.11052 1.11170
C: 4.17878 -2.72176 1.08053
C: 5.38939 -2.09730 0.77945
C: 6.50853 -2.85695 0.51481
S: 2.76821 -1.73595 1.27772
O: 2.54183 -1.33054 2.64982
O: 2.92743 -0.57055 0.36436
N: 1.53200 -2.59554 0.71367
C: 0.39760 -2.80498 1.56376
S: 0.42722 -3.77784 2.96550
C: -1.22608 -3.45929 3.22293
C: -1.69734 -2.64463 2.25356
N: -0.77704 -2.26291 1.29581
H: 7.39039 -5.97516 -0.01732
H: 8.29796 -4.58106 -0.25636
H: 5.16555 -5.94895 0.89149
H: 3.15844 -4.59993 1.32054
H: 5.44830 -1.01770 0.74493
H: 7.44986 -2.36892 0.29060
H: -1.76457 -3.86125 4.06594
H: -2.70985 -2.27693 2.17707

Atoms 1-2, force components in eV/Å:
-4.0565 4.5333 -1.8756
-0.0180 0.0315 0.0227

The energy above the lowest of the compared OMol25 structures with the same formula, charge and spin comes out at 41.6 kJ/mol. For the largest force on an atom, the calculation gives 6.4 eV/A.